Computed, not measured: 11 unconnected molecules or ions with the total composition C45H99ClF10NO16PS in a non-equilibrium geometry, with wB97M-V/def2-TZVPD.

Output
Maximum force, eV Å⁻¹: 6.87
HOMO, eV: -8.92
SMILES string: CCCCCCCCCCCC[C@]1(C(F)(F)C(F)(F)C(F)(F)C(F)(F)F)CS(=O)(=O)O[C@@H](P(=N)(O)O)[C@]1(CC(=O)Cl)[C@@H](F)CC.CCO.CCO.CCO.CCO.CCO.CCO.CCO.CCO.CCO.CCO
Charge: 0
Kohn-Sham gap, eV: 9.1

Each line ends with the Mulliken charge.
Positions of all 174 atoms, in Å:
C1 -5.27358 2.60127 1.63474  -0.469
C2 -4.67871 4.07844 1.82289  -0.554
C3 -3.08048 4.15233 1.91087  -0.275
C4 -2.41488 2.97710 2.76822  -0.007
C5 -0.79338 3.08621 2.81676  -0.717
C6 -0.15676 1.63656 2.56325  1.612
C7 -0.09498 0.73432 3.91646  -0.461
C8 0.73761 -0.61314 3.68451  -0.454
C9 -0.15112 -1.91924 3.44222  -0.859
C10 -0.98690 -1.86455 2.05109  -0.444
C11 0.00214 -1.93405 0.76265  -0.026
C12 -0.76393 -1.19528 -0.41811  -1.526
C13 0.14930 -0.64927 -1.66356  2.308
C14 0.81560 -1.94196 -2.26529  0.819
F1 0.12541 -3.17772 -1.96100  -0.404
F2 0.83331 -2.05893 -3.70314  -0.225
C15 2.33008 -2.32444 -1.92627  -0.124
F3 2.71284 -2.33541 -0.57606  -0.322
F4 2.46532 -3.70434 -2.34032  -0.390
C16 3.47180 -1.58347 -2.76477  0.517
F5 3.26855 -0.23524 -3.05970  -0.231
F6 3.67677 -2.27176 -3.99936  -0.344
C17 4.92811 -1.66353 -2.01804  0.629
F7 5.06275 -0.72025 -0.98501  -0.209
F8 5.85610 -1.25790 -3.02232  -0.262
F9 5.30168 -2.96110 -1.65791  -0.217
C18 1.14515 0.36494 -0.87049  0.240
S1 1.19777 2.11211 -1.43940  1.492
O1 1.72202 2.94040 -0.28024  -0.704
O2 2.09361 2.39149 -2.60323  -0.681
O3 -0.32289 2.57350 -1.76168  -0.203
C19 -1.33669 1.59048 -1.99565  -1.170
P1 -2.64592 2.56139 -2.98340  0.641
N1 -2.30260 4.14143 -2.91453  -0.590
O4 -4.23209 2.47224 -2.30070  -0.225
O5 -2.73816 2.21646 -4.62755  -0.408
C20 -0.87669 0.16567 -2.66763  2.272
C21 -0.12935 0.66958 -4.02803  -0.826
C22 -0.52678 0.08787 -5.41599  0.157
O6 -0.90102 -1.03452 -5.76113  -0.443
Cl1 -0.36533 1.24906 -6.86611  -0.232
C23 -2.22578 -0.60643 -3.00721  -1.101
F10 -2.04148 -2.02519 -3.30330  -0.474
C24 -3.47111 -0.58395 -2.02365  -0.217
C25 -4.86785 -0.55985 -2.86751  -1.309
H1 -4.86329 1.84010 2.38832  0.351
H2 -5.04343 2.23266 0.56731  -0.178
H3 -6.41407 2.63052 1.77991  0.227
H4 -5.15412 4.57035 2.75166  0.348
H5 -5.02371 4.69415 0.92903  0.270
H6 -2.80500 5.15352 2.41376  0.298
H7 -2.60723 4.17871 0.86653  0.012
H8 -2.68211 1.98143 2.25165  -0.167
H9 -2.79525 2.91952 3.84151  0.338
H10 -0.46763 3.76130 1.95587  0.276
H11 -0.46786 3.54042 3.81845  0.062
H12 -0.80773 1.08739 1.78602  -1.479
H13 0.91359 1.75479 2.17631  0.415
H14 0.49982 1.37372 4.66484  0.159
H15 -1.12986 0.57463 4.37294  0.276
H16 1.49286 -0.39109 2.84908  0.168
H17 1.35647 -0.79429 4.64022  0.409
H18 -0.94318 -1.96002 4.27906  0.405
H19 0.50595 -2.85545 3.50592  0.194
H20 -1.57661 -0.89038 2.09774  0.027
H21 -1.75223 -2.71550 2.02219  0.460
H22 0.13165 -3.06049 0.55904  0.581
H23 0.98166 -1.47786 1.10634  -0.053
H24 -1.32442 -0.32242 0.08945  -0.651
H25 -1.57600 -1.91669 -0.74755  0.686
H26 0.83765 0.51124 0.23471  -1.086
H27 2.23112 0.05325 -0.82502  0.228
H28 -1.83199 1.42995 -0.96258  -0.058
H29 -3.10035 4.62984 -2.45439  0.246
H30 -4.12876 2.59462 -1.33168  0.009
H31 -3.51128 2.76612 -4.97125  0.334
H32 -0.13639 1.81717 -4.14221  0.816
H33 0.98562 0.42415 -3.85186  0.272
H34 -2.70867 -0.23096 -3.98949  0.825
H35 -3.55100 0.22901 -1.25115  -0.018
H36 -3.52893 -1.58684 -1.45478  0.519
H37 -4.78961 0.30109 -3.60769  0.180
H38 -5.71851 -0.38352 -2.13570  0.406
H39 -4.99825 -1.54743 -3.44602  0.351
C26 -0.48160 8.48030 -2.38476  -0.992
C27 -1.34763 7.30312 -1.98068  -0.018
O7 -2.42563 7.14799 -2.89534  -0.536
H40 -1.07122 9.39988 -2.41097  0.239
H41 0.34760 8.61273 -1.68533  0.297
H42 -0.07467 8.33451 -3.38901  0.330
H43 -1.76979 7.46271 -0.98586  0.259
H44 -0.76503 6.37650 -1.96415  0.094
H45 -2.04545 6.99760 -3.77007  0.299
C28 2.11266 -3.82157 -6.42784  -0.201
C29 3.23264 -3.77200 -7.44820  -0.379
O8 2.88172 -4.52641 -8.60277  -0.548
H46 1.90358 -4.85444 -6.13771  0.271
H47 2.37218 -3.25109 -5.53522  -0.296
H48 1.18793 -3.41495 -6.84801  0.307
H49 4.14788 -4.19840 -7.03250  0.286
H50 3.43907 -2.74048 -7.75177  0.286
H51 2.07742 -4.13872 -8.97051  0.304
C30 2.68571 5.02254 4.41875  -0.943
C31 2.00769 4.34432 5.59281  -0.335
O9 1.81783 2.96028 5.31899  -0.451
H52 2.08596 4.90919 3.51194  0.182
H53 2.83196 6.08741 4.61421  0.351
H54 3.65875 4.56521 4.21698  0.337
H55 1.02763 4.78908 5.77723  0.291
H56 2.60873 4.44397 6.50214  0.311
H57 2.68872 2.57101 5.16565  0.248
C32 -9.35093 3.50733 -0.98091  -1.072
C33 -8.46977 4.32820 -0.06001  -0.286
O10 -7.10275 3.97884 -0.24567  -0.306
H58 -9.21820 2.43987 -0.78728  0.268
H59 -10.40430 3.76251 -0.84341  0.366
H60 -9.08155 3.67782 -2.02732  0.320
H61 -8.72720 4.13882 0.98421  0.317
H62 -8.58931 5.39829 -0.25658  0.250
H63 -6.87917 4.15726 -1.16880  0.169
C34 5.89923 -5.20883 1.61312  -0.957
C35 5.29736 -6.29122 0.73951  -0.197
O11 4.02736 -5.87427 0.25727  -0.443
H64 5.24194 -4.98744 2.45822  0.222
H65 6.87575 -5.51405 1.99659  0.347
H66 6.01725 -4.27876 1.04937  0.283
H67 5.15986 -7.21165 1.31107  0.256
H68 5.94357 -6.50988 -0.11647  0.313
H69 4.16161 -5.06516 -0.25543  0.198
C36 -6.15792 3.07651 -8.56637  -1.097
C37 -6.16105 3.25749 -7.06183  -0.318
O12 -4.92695 2.80782 -6.51000  -0.486
H70 -6.00362 2.02621 -8.82577  0.283
H71 -7.10174 3.41246 -9.00152  0.358
H72 -5.33966 3.64136 -9.02233  0.345
H73 -6.96527 2.67511 -6.60845  0.296
H74 -6.30348 4.30919 -6.79513  0.286
H75 -4.22026 3.33330 -6.91032  0.239
C38 2.48047 -7.41064 3.32637  -0.915
C39 3.57741 -7.61717 4.35141  -0.078
O13 3.00939 -7.86246 5.63441  -0.456
H76 1.84364 -6.56888 3.60987  0.228
H77 2.90233 -7.21647 2.33734  0.158
H78 1.83539 -8.29232 3.26692  0.384
H79 4.20573 -6.72704 4.42336  0.177
H80 4.21237 -8.46701 4.07973  0.206
H81 2.46264 -8.65580 5.56374  0.274
C40 5.67619 -11.35503 5.47712  -0.808
C41 6.73826 -10.82374 6.41915  -0.235
O14 7.05119 -9.47408 6.09658  -0.508
H82 6.01944 -11.29849 4.44097  0.252
H83 5.43041 -12.39365 5.71114  0.343
H84 4.76446 -10.75375 5.54470  0.136
H85 7.65393 -11.41207 6.33376  0.292
H86 6.39595 -10.86658 7.45811  0.242
H87 6.23894 -8.95764 6.18316  0.285
C42 3.18033 11.15698 -2.51110  -1.051
C43 2.56836 10.10081 -3.41027  -0.156
O15 1.31023 10.54432 -3.90536  -0.493
H88 2.51577 11.37750 -1.67187  0.274
H89 4.14499 10.82539 -2.11963  0.318
H90 3.32578 12.09340 -3.05766  0.322
H91 2.40485 9.17505 -2.85554  0.243
H92 3.22397 9.88335 -4.25957  0.291
H93 1.46328 11.35806 -4.40236  0.276
C44 2.56977 -6.57924 9.69006  -0.889
C45 1.08035 -6.85267 9.61553  -0.235
O16 0.61096 -6.66089 8.28687  -0.489
H94 2.78812 -5.55728 9.37036  0.251
H95 2.94185 -6.71766 10.70818  0.322
H96 3.11959 -7.24726 9.02075  0.246
H97 0.53324 -6.16955 10.26831  0.278
H98 0.85577 -7.87907 9.92366  0.243
H99 1.09287 -7.27393 7.71620  0.277